1.
129
Properties=species:S:1:pos:R:3:mulliken_charge:R:1 method="wB97M-V/def2-TZVPD" homo_lumo_gap_ev=7.7 homo_energy_ev=-11.305 total_charge=+1
C -2.55077 2.58749 2.46527 -0.21
O -2.49776 2.57017 1.04841 -0.42
C -1.68463 1.49862 0.57034 0.95
C -0.33524 2.06434 0.01299 -0.40
C 0.83570 1.02658 0.02148 0.40
C 0.70154 -0.12848 -1.04158 0.40
C 0.02834 -1.43235 -0.48734 -0.18
C 0.87860 -1.96793 0.73973 -0.28
C 0.15737 -1.75280 2.10358 1.61
C -1.06551 -2.71734 2.32082 -0.90
N -1.86848 -2.33774 3.53879 -0.43
C -1.01576 -1.63498 4.47064 0.09
N -1.41588 -0.59048 5.10794 0.11
N 0.33052 -2.13924 4.61518 -0.31
C 1.08597 -1.77905 3.36584 0.52
C 2.37879 -2.65260 3.23085 -0.77
C 2.88542 -3.30082 4.55707 -0.23
C 3.62042 -2.32088 5.56376 -0.73
S 3.83040 -0.58676 4.98772 -0.20
H -2.66780 1.57077 2.91847 0.17
H -1.67935 3.08556 2.95246 0.05
H -3.45572 3.17269 2.74996 0.22
H -1.51418 0.73782 1.37926 -0.40
H -2.21246 0.94454 -0.24153 -0.41
H -0.04804 2.92061 0.67749 0.19
H -0.54481 2.47949 -0.99288 0.07
H 1.76322 1.58593 -0.23849 -0.07
H 0.99031 0.64969 1.06438 -0.08
H 0.02708 0.27215 -1.84383 0.24
H 1.68554 -0.38569 -1.54837 -0.73
H -1.01462 -1.18236 -0.20192 -0.17
H 0.09120 -2.20832 -1.28459 0.34
H 1.07929 -3.05876 0.61316 0.76
H 1.86323 -1.44570 0.72360 -0.64
H -0.28790 -0.72125 2.06837 -1.01
H -0.65362 -3.73993 2.50740 0.28
H -1.75578 -2.70183 1.45102 0.42
H -2.07036 -3.21225 4.03552 0.34
H -0.80254 0.01166 5.66350 -0.05
H -2.39868 -0.32325 5.09704 0.36
H 0.19123 -3.15532 4.64551 0.21
H 1.42413 -0.72681 3.53713 0.16
H 3.16942 -2.08483 2.69265 0.13
H 2.12263 -3.50457 2.54652 0.50
H 2.10673 -3.85324 5.11754 -0.11
H 3.64350 -4.06634 4.25619 0.41
H 4.65145 -2.71235 5.73534 0.38
H 3.12287 -2.40117 6.55895 0.32
H 2.83393 0.07888 5.67619 0.00
C -1.88754 6.02410 4.29713 0.42
Cl -1.06405 6.20100 2.74464 -0.06
Cl -1.41783 4.50530 5.07695 -0.06
Cl -1.53324 7.39655 5.34979 -0.12
H -2.95851 5.99716 4.12008 -0.18
C -4.14237 -0.60716 -2.80616 -0.19
Cl -5.67437 0.26151 -2.68055 -0.13
Cl -2.83086 0.50197 -3.22491 0.03
Cl -3.79123 -1.46662 -1.29790 -0.09
H -4.23182 -1.34125 -3.59928 0.41
C -2.21435 3.11587 -6.29330 0.69
Cl -0.79476 2.73269 -5.31094 0.04
Cl -3.36269 1.76962 -6.30276 -0.13
Cl -2.99220 4.59219 -5.70683 -0.17
H -1.88335 3.28529 -7.31424 -0.39
C 2.52423 4.08870 -2.21499 0.45
Cl 2.97104 5.61837 -2.97576 -0.13
Cl 1.13904 3.36673 -3.04333 -0.04
Cl 3.88914 2.96564 -2.21729 -0.11
H 2.24642 4.28952 -1.18534 -0.20
C 4.83572 -0.78873 -0.54759 -0.10
Cl 5.21770 -2.32060 0.24914 -0.11
Cl 3.82595 -1.06216 -1.97814 -0.10
Cl 4.02855 0.30884 0.56484 -0.06
H 5.76456 -0.32919 -0.86724 0.41
C 2.42370 -7.18447 5.32272 0.34
Cl 3.90439 -7.59213 4.45097 -0.12
Cl 2.79016 -6.23063 6.76549 -0.08
Cl 1.30044 -6.31053 4.26548 -0.07
H 1.93925 -8.10940 5.63886 -0.07
C 0.07197 0.85431 8.69115 0.06
Cl 0.93096 0.95562 7.14071 -0.06
Cl 0.49329 -0.63858 9.53392 -0.11
Cl 0.43359 2.26103 9.68923 -0.09
H -0.99391 0.84347 8.49052 0.26
C 0.96621 -0.73740 -7.45255 0.29
Cl -0.57987 0.10774 -7.31379 -0.07
Cl 2.24377 0.38653 -7.91811 -0.14
Cl 1.37201 -1.54867 -5.93352 -0.08
H 0.87549 -1.48818 -8.22493 -0.02
C 3.69618 -3.29252 -9.67930 -0.03
Cl 4.06762 -3.08288 -11.39282 -0.08
Cl 4.24845 -1.88804 -8.75275 -0.08
Cl 1.96395 -3.59304 -9.43323 -0.14
H 4.23316 -4.16523 -9.32524 0.36
C 0.98340 -0.26875 -12.78298 -0.11
Cl 1.09203 -1.41723 -11.44435 -0.01
Cl 1.43348 1.35418 -12.24349 -0.10
Cl 2.00506 -0.78452 -14.12902 -0.13
H -0.04467 -0.24003 -13.12654 0.32
C -0.74023 -7.77472 7.13948 0.44
Cl 0.24511 -9.14039 6.59219 -0.19
Cl -2.45828 -8.17086 7.04277 -0.06
Cl -0.29863 -7.30937 8.78544 -0.10
H -0.54679 -6.93258 6.48333 -0.09
C 2.69684 5.20758 -13.13079 0.57
Cl 4.20747 5.03737 -14.03134 -0.12
Cl 2.96305 6.10327 -11.63011 -0.12
Cl 1.46702 6.00178 -14.12046 -0.12
H 2.33941 4.21531 -12.87563 -0.20
C -2.59245 5.47147 -9.37315 0.26
Cl -2.12943 7.00184 -10.12237 -0.12
Cl -3.97084 4.75502 -10.21447 -0.12
Cl -1.22326 4.34859 -9.35503 -0.15
H -2.88437 5.66819 -8.34713 0.11
C -6.77256 -8.26886 7.11539 0.06
Cl -6.29200 -6.75945 6.32754 -0.13
Cl -8.15483 -8.99020 6.28707 -0.11
Cl -5.41629 -9.40130 7.16822 -0.12
H -7.06613 -8.04201 8.13418 0.29
C 2.96382 6.64576 2.47675 -0.09
Cl 1.94194 5.62898 3.50007 -0.05
Cl 2.67965 6.29359 0.76687 -0.10
Cl 2.67623 8.35470 2.81443 -0.11
H 4.00085 6.42325 2.70155 0.36
C -5.93665 5.17920 6.11999 -0.03
Cl -5.12796 5.36192 4.55679 -0.11
Cl -5.46209 3.66006 6.89063 -0.12
Cl -5.57390 6.55019 7.17030 -0.10
H -7.00689 5.15410 5.94749 0.35


2.
10
Properties=species:S:1:pos:R:3:nbo_charge:R:1 method="wB97M-V/def2-TZVPD" homo_lumo_gap_ev=9.2 homo_energy_ev=-9.053 total_charge=0
C -0.62171 -0.42044 0.17172 0.00
C 1.01418 2.15615 -1.30793 1.02
N -2.27432 -1.47810 -1.18572 0.03
N -1.54114 -0.99552 -0.47926 0.03
O -0.01307 2.32813 -1.78220 -0.51
O 2.03281 1.97668 -0.81945 -0.51
O 0.47003 -1.67217 1.86670 -0.45
O 0.55084 -1.22071 0.51919 -0.27
H -0.78279 0.50556 0.69220 0.20
H 1.16517 -1.17959 2.32475 0.46